Computed, not measured: 2 unconnected molecules or ions with the total composition C23H34N4O2S in a non-equilibrium geometry, with ωB97M-V with the def2-TZVPD basis set.

Summary:
Highest occupied orbital energy in eV: -12.56
LUMO energy in hartree: -0.2984
E in a.u.: -1663.533932
Total charge: +2
Gap between HOMO and LUMO in Ha: 0.1632

Positions of all 64 atoms, in Å:
1 C -5.743 1.789 -5.607
2 C -6.505 0.418 -6.054
3 C -5.454 -0.727 -6.556
4 N -4.375 -0.802 -5.496
5 C -4.748 -1.541 -4.297
6 C -3.772 -1.687 -3.073
7 C -2.387 -0.985 -3.237
8 C -1.355 -1.039 -2.033
9 C -1.920 -1.266 -0.602
10 C -0.929 -1.277 0.579
11 N 0.515 -1.081 0.426
12 C 1.310 -1.096 1.697
13 C 2.824 -0.590 1.551
14 C 2.808 1.004 1.179
15 C 4.141 1.263 0.292
16 S 5.581 0.884 1.429
17 C 7.092 1.470 0.559
18 N 7.392 0.878 -0.706
19 N 8.557 1.482 -1.092
20 C 8.964 2.414 -0.067
21 O 8.013 2.443 1.009
22 C 1.036 -0.886 -0.895
23 C 0.171 -0.840 -2.202
24 C -1.978 -0.226 -4.545
25 C -3.069 -0.181 -5.664
26 H -6.518 2.570 -5.283
27 H -5.018 2.168 -6.412
28 H -5.088 1.566 -4.678
29 H -7.095 0.074 -5.119
30 H -7.200 0.730 -6.917
31 H -6.067 -1.691 -6.621
32 H -5.036 -0.514 -7.598
33 H -5.782 -2.039 -4.230
34 H -4.109 -2.276 -2.161
35 H -3.038 -1.402 -0.451
36 H -1.349 -1.434 1.642
37 H 1.212 -2.120 2.223
38 H 0.785 -0.349 2.412
39 H 3.350 -1.201 0.735
40 H 3.425 -0.689 2.524
41 H 2.759 1.643 2.124
42 H 1.869 1.268 0.557
43 H 4.210 2.360 -0.042
44 H 4.111 0.531 -0.590
45 H 9.934 3.014 -0.161
46 H 2.163 -0.703 -1.055
47 H 0.681 -0.646 -3.212
48 H -0.971 0.284 -4.678
49 H -2.891 0.365 -6.656
50 C 2.182 0.851 6.039
51 C 0.836 0.606 5.378
52 O 0.419 -0.754 5.426
53 C 0.255 -1.320 6.723
54 C -0.778 -0.600 7.572
55 H 2.956 0.229 5.575
56 H 2.469 1.901 5.942
57 H 2.164 0.607 7.102
58 H 0.912 0.873 4.319
59 H 0.065 1.254 5.805
60 H 1.221 -1.372 7.236
61 H -0.069 -2.353 6.573
62 H -0.501 0.439 7.761
63 H -0.889 -1.098 8.538
64 H -1.749 -0.593 7.068

Computed, not measured: a molecular structure, C23H34N8OPReS in a non-equilibrium geometry, with ωB97M-V with the def2-TZVPD basis set.

Summary:
Highest occupied orbital energy (spin up / spin down) in eV: -19.77 / -19.51
LUMO energy (spin up / spin down) in hartree: -0.5057 / -0.4811
E in a.u.: -2226.669910
Total charge: +4
Energy relative to the best compared isomer or geometry (same formula, charge and spin) in kJ/mol: 24.22
Gap between HOMO and LUMO (spin up / spin down) in Ha: 0.2208 / 0.2360

Positions of all 69 atoms, in Å:
1 Re -0.399 -0.180 0.210
2 C 0.047 0.243 5.445
3 N 1.108 0.465 4.441
4 C 2.429 0.690 4.743
5 C 3.083 0.859 3.583
6 N 2.152 0.732 2.549
7 C 0.937 0.497 3.119
8 S -0.636 0.481 2.414
9 C 2.507 0.902 1.163
10 C 3.832 1.177 0.859
11 C 4.209 1.423 -0.448
12 C 3.242 1.408 -1.440
13 C 1.957 1.097 -1.073
14 N 1.578 0.817 0.197
15 H 0.521 0.011 6.393
16 H -0.580 -0.590 5.142
17 H -0.555 1.142 5.557
18 H 2.801 0.727 5.755
19 H 4.125 1.071 3.448
20 H 4.589 1.206 1.623
21 H 5.244 1.640 -0.679
22 H 3.484 1.609 -2.474
23 H 1.168 1.060 -1.811
24 C -0.293 -1.257 -4.446
25 N -1.610 -1.103 -3.802
26 C -2.759 -1.273 -4.715
27 C -1.682 -0.872 -2.509
28 N -0.606 -0.914 -1.711
29 N -2.913 -0.569 -1.966
30 C -3.297 -0.714 -0.648
31 N -4.608 -0.749 -0.435
32 N -2.402 -0.811 0.301
33 H -0.427 -1.184 -5.520
34 H 0.140 -2.235 -4.227
35 H 0.384 -0.463 -4.137
36 H -2.611 -2.187 -5.285
37 H -2.813 -0.434 -5.406
38 H -3.707 -1.379 -4.196
39 H 0.180 -1.366 -2.161
40 H -3.656 -0.393 -2.625
41 H -5.281 -0.857 -1.179
42 H -4.979 -0.817 0.502
43 H -2.794 -1.038 1.207
44 C 0.127 4.098 -0.995
45 P -1.375 3.156 -0.833
46 C -2.280 3.326 -2.357
47 C -2.348 3.877 0.469
48 O -1.082 1.667 -0.536
49 H -0.128 5.129 -1.250
50 H 0.747 3.690 -1.793
51 H 0.680 4.098 -0.056
52 H -2.426 4.388 -2.569
53 H -3.261 2.858 -2.267
54 H -1.722 2.883 -3.182
55 H -2.553 4.924 0.233
56 H -1.803 3.831 1.413
57 H -3.295 3.345 0.567
58 C 0.434 -1.743 0.721
59 C 1.053 -2.910 1.081
60 C 0.273 -4.106 1.137
61 C 0.873 -5.286 1.490
62 C 2.230 -5.298 1.828
63 C 3.010 -4.132 1.792
64 C 2.441 -2.949 1.404
65 H -0.782 -4.064 0.894
66 H 0.299 -6.203 1.515
67 H 2.693 -6.232 2.125
68 H 4.055 -4.174 2.066
69 H 3.033 -2.044 1.342

Computed, not measured: a molecular structure, C23H35As3N3O2Rh, with ωB97M-V with the def2-TZVPD basis set.

Summary:
Highest occupied orbital energy in eV: -13.34
LUMO energy in hartree: -0.2801
E in a.u.: -8029.551321
Total charge: +2
Gap between HOMO and LUMO in Ha: 0.2102

Positions of all 67 atoms, in Å:
1 Rh -1.714 0.074 0.727
2 O -5.765 0.026 0.832
3 C -4.600 -0.041 0.578
4 N -3.515 0.074 1.457
5 C -3.676 0.223 2.846
6 O -4.690 0.186 3.475
7 C -2.334 0.434 3.493
8 C -2.199 0.511 4.863
9 C -0.941 0.736 5.398
10 C 0.139 0.891 4.538
11 C -0.069 0.796 3.178
12 N -1.286 0.563 2.660
13 C -4.098 -0.262 -0.820
14 C -4.964 -0.290 -1.894
15 C -4.453 -0.518 -3.160
16 C -3.087 -0.729 -3.303
17 C -2.282 -0.682 -2.184
18 N -2.772 -0.444 -0.955
19 H -3.086 0.400 5.472
20 H -0.803 0.798 6.469
21 H 1.134 1.083 4.915
22 H 0.739 0.928 2.473
23 H -6.018 -0.138 -1.705
24 H -5.106 -0.542 -4.021
25 H -2.648 -0.928 -4.271
26 H -1.221 -0.859 -2.256
27 C 0.351 3.141 0.584
28 As -0.497 1.756 -0.443
29 C -1.742 2.748 -1.528
30 C 0.806 1.200 -1.766
31 C 1.881 0.176 -1.362
32 C 2.575 0.618 -0.074
33 C 1.248 -1.211 -1.207
34 As 0.052 -1.494 0.289
35 C 1.222 -1.917 1.758
36 C -0.717 -3.206 -0.127
37 C 2.893 0.116 -2.524
38 As 4.636 -0.865 -2.529
39 C 4.421 -2.346 -1.250
40 C 5.689 0.309 -1.365
41 H 0.756 3.855 -0.132
42 H 1.143 2.755 1.217
43 H -0.397 3.634 1.203
44 H -1.149 3.408 -2.159
45 H -2.403 3.340 -0.897
46 H -2.340 2.079 -2.143
47 H 1.284 2.133 -2.077
48 H 0.228 0.845 -2.622
49 H 1.867 0.710 0.755
50 H 3.058 1.587 -0.208
51 H 3.339 -0.097 0.225
52 H 2.030 -1.960 -1.075
53 H 0.704 -1.489 -2.113
54 H 1.969 -2.612 1.377
55 H 0.645 -2.403 2.545
56 H 1.706 -1.035 2.163
57 H 0.112 -3.878 -0.348
58 H -1.387 -3.139 -0.981
59 H -1.274 -3.581 0.730
60 H 3.216 1.134 -2.760
61 H 2.375 -0.252 -3.414
62 H 3.759 -3.114 -1.649
63 H 4.093 -2.040 -0.255
64 H 5.413 -2.787 -1.153
65 H 5.656 1.330 -1.747
66 H 6.721 -0.034 -1.417
67 H 5.375 0.299 -0.323

Computed, not measured: 3 unconnected molecules or ions with the total composition C23H35Cl2NO11PS2 in a non-equilibrium geometry, with ωB97M-V with the def2-TZVPD basis set.

Summary:
Highest occupied orbital energy in eV: -11.04
LUMO energy in hartree: -0.1980
E in a.u.: -3836.908660
Total charge: +1
Gap between HOMO and LUMO in Ha: 0.2078

Positions of all 75 atoms, in Å:
1 O 2.005 -2.905 0.739
2 C 1.499 -2.059 -0.195
3 O 2.303 -1.879 -1.414
4 C 3.215 -0.725 -1.313
5 C 3.754 -0.045 0.094
6 C 4.755 1.294 0.085
7 C 5.203 1.920 -1.369
8 C 4.715 1.242 -2.812
9 C 3.726 -0.081 -2.768
10 C 0.090 -1.302 0.170
11 C 0.132 0.221 0.777
12 C -1.286 0.942 1.181
13 P -1.130 2.742 1.910
14 O -2.184 3.849 1.061
15 O 0.525 3.242 1.533
16 N -2.638 0.235 1.005
17 Cl -4.025 1.171 1.549
18 C -2.811 -1.158 0.420
19 C -4.240 -1.936 0.225
20 C -5.362 -1.124 -0.652
21 C -4.758 -0.112 -1.791
22 Cl -4.188 -1.009 -3.355
23 C -1.425 -1.982 -0.019
24 C -1.429 -3.522 -0.625
25 C -1.483 -3.467 -2.263
26 O -0.777 -2.263 -2.795
27 H 3.439 -0.492 1.147
28 H 5.092 1.736 1.141
29 H 5.911 2.873 -1.383
30 H 5.066 1.738 -3.836
31 H 3.360 -0.599 -3.764
32 H 1.198 0.728 0.927
33 H -1.878 3.985 0.109
34 H 0.638 3.324 0.522
35 H -4.157 -3.017 -0.233
36 H -4.702 -2.081 1.315
37 H -6.011 -0.469 0.101
38 H -6.141 -1.872 -1.154
39 H -5.676 0.556 -2.160
40 H -3.955 0.654 -1.395
41 H -2.288 -4.133 -0.117
42 H -0.416 -4.086 -0.346
43 H -2.607 -3.464 -2.591
44 H -0.896 -4.393 -2.725
45 H -1.420 -1.507 -2.937
46 O 1.005 -6.925 -3.163
47 S 2.328 -7.290 -2.702
48 O 2.583 -7.684 -1.333
49 O 3.377 -6.112 -3.112
50 C 3.095 -4.780 -2.713
51 C 3.425 -4.557 -1.249
52 C 2.975 -8.546 -3.776
53 H 2.053 -4.520 -2.929
54 H 3.724 -4.123 -3.324
55 H 2.749 -5.127 -0.604
56 H 3.330 -3.500 -0.987
57 H 4.443 -4.891 -1.025
58 H 2.834 -8.234 -4.813
59 H 2.425 -9.469 -3.586
60 H 4.033 -8.691 -3.554
61 O -0.820 7.068 2.520
62 S -1.953 7.225 3.408
63 O -2.857 8.350 3.308
64 O -1.440 7.101 4.950
65 C -0.384 7.943 5.387
66 C -0.877 9.350 5.669
67 C -2.911 5.732 3.373
68 H 0.437 7.948 4.661
69 H 0.008 7.510 6.314
70 H -1.188 9.849 4.746
71 H -0.088 9.952 6.129
72 H -1.746 9.331 6.334
73 H -2.242 4.878 3.500
74 H -3.410 5.673 2.405
75 H -3.653 5.768 4.173

Computed, not measured: a molecular structure, C23H35ClCrN2O3 in a non-equilibrium geometry, with ωB97M-V with the def2-TZVPD basis set.

Summary:
Highest occupied orbital energy (spin up / spin down) in eV: -3.01 / -1.31
LUMO energy (spin up / spin down) in hartree: 0.1037 / 0.1044
E in a.u.: -2737.198720
Total charge: -1
Energy relative to the best compared isomer or geometry (same formula, charge and spin) in kJ/mol: 179.25
<S²>: 4.028
2S+1: 4
Gap between HOMO and LUMO (spin up / spin down) in Ha: 0.2144 / 0.1524

Positions of all 65 atoms, in Å:
1 Cr 0.493 0.171 -0.673
2 Cl 2.618 0.933 -1.763
3 N 0.623 -1.937 -0.362
4 N 0.006 2.096 0.055
5 C 0.230 -2.675 -1.391
6 C -0.841 2.844 -0.630
7 C 0.775 -2.827 0.782
8 C 0.964 -4.170 0.083
9 C -0.508 -2.834 1.598
10 C 1.960 -2.457 1.645
11 H -1.372 -3.089 0.963
12 H -0.674 -1.861 2.075
13 H -0.413 -3.603 2.376
14 H 2.870 -2.903 1.242
15 H 1.797 -2.775 2.674
16 H 2.099 -1.251 1.639
17 C 0.382 2.824 1.273
18 C -0.574 3.997 1.253
19 C 1.808 3.310 1.155
20 C 0.195 1.940 2.485
21 H -0.837 1.566 2.509
22 H 0.369 2.553 3.375
23 H 0.916 1.106 2.461
24 H 1.925 3.898 0.235
25 H 2.499 2.462 1.155
26 H 2.010 3.954 2.016
27 O -1.238 3.947 -0.048
28 H -0.074 4.969 1.318
29 H -1.347 3.939 2.024
30 O 0.344 -3.971 -1.230
31 H 0.458 -5.000 0.566
32 H 2.013 -4.410 -0.082
33 C -0.457 -2.154 -2.610
34 C -1.444 2.468 -1.948
35 C -1.996 1.096 -1.735
36 H -0.608 2.464 -2.679
37 H -2.173 3.211 -2.237
38 C -1.133 0.019 -1.608
39 C -1.501 -1.222 -2.085
40 H 1.377 0.563 -2.027
41 C -2.846 -1.580 -1.825
42 C -3.746 -0.544 -1.451
43 C -3.246 -3.004 -1.893
44 C -3.347 0.802 -1.457
45 H -4.780 -0.803 -1.210
46 C -4.264 1.928 -1.150
47 H -5.258 1.522 -0.912
48 H -4.351 2.625 -2.005
49 H -3.905 2.520 -0.290
50 H -3.015 -3.444 -2.881
51 H -4.327 -3.081 -1.702
52 H -2.712 -3.611 -1.140
53 H -0.838 -2.982 -3.202
54 H 0.319 -1.612 -3.202
55 C 4.107 -0.203 3.048
56 C 3.691 0.241 1.649
57 C 4.500 -0.460 0.574
58 O 2.291 0.064 1.474
59 H 3.890 -1.270 3.189
60 H 3.565 0.369 3.804
61 H 5.178 -0.042 3.188
62 H 3.908 1.308 1.574
63 H 4.121 -1.470 0.393
64 H 4.433 0.105 -0.351
65 H 5.546 -0.513 0.874

Computed, not measured: 7 unconnected molecules or ions with the total composition C23H35ClNO13 in a non-equilibrium geometry, with ωB97M-V with the def2-TZVPD basis set.

Summary:
Highest occupied orbital energy in eV: -5.99
LUMO energy in hartree: 0.0770
E in a.u.: -2390.187213
Total charge: -1
Energy relative to the best compared isomer or geometry (same formula, charge and spin) in kJ/mol: 171.64
Gap between HOMO and LUMO in Ha: 0.2972

Positions of all 73 atoms, in Å:
1 Cl -1.786 -0.984 -0.029
2 O -1.296 0.317 0.360
3 O -0.791 -1.502 -0.917
4 O -1.980 -1.933 1.019
5 O -3.004 -0.821 -0.785
6 O 3.217 0.813 4.815
7 C 3.256 1.122 3.580
8 O 3.583 2.346 3.147
9 C 4.016 2.274 1.730
10 C 3.683 0.833 1.298
11 C 3.029 0.126 2.450
12 H 5.091 2.406 1.603
13 H 3.389 2.994 1.204
14 H 4.603 0.351 0.969
15 H 2.913 0.643 0.549
16 H 3.628 -0.773 2.591
17 H 1.948 0.020 2.357
18 O 4.515 -6.156 4.768
19 C 3.511 -5.471 4.642
20 O 2.710 -5.619 3.570
21 C 1.475 -4.894 3.714
22 C 1.442 -4.331 5.207
23 C 2.793 -4.666 5.686
24 H 0.682 -5.627 3.568
25 H 1.419 -4.067 3.007
26 H 0.628 -4.761 5.790
27 H 1.355 -3.245 5.150
28 H 2.895 -5.209 6.626
29 H 3.388 -3.754 5.744
30 O -4.070 -2.570 -5.403
31 C -3.219 -2.516 -6.321
32 O -3.078 -3.427 -7.323
33 C -1.789 -3.278 -8.068
34 C -0.920 -2.468 -7.146
35 C -2.017 -1.585 -6.379
36 H -1.916 -2.715 -8.993
37 H -1.389 -4.246 -8.368
38 H -0.269 -1.758 -7.656
39 H -0.407 -3.194 -6.515
40 H -2.190 -0.613 -6.840
41 H -1.819 -1.286 -5.350
42 O -4.786 1.567 5.056
43 C -3.926 1.461 5.910
44 O -4.352 1.587 7.210
45 C -3.421 1.001 8.103
46 C -2.115 0.840 7.217
47 C -2.532 0.982 5.731
48 H -3.867 0.086 8.494
49 H -3.400 1.666 8.967
50 H -1.523 -0.021 7.527
51 H -1.397 1.574 7.582
52 H -2.862 0.063 5.248
53 H -1.905 1.595 5.083
54 N 2.273 1.193 -4.276
55 C 2.365 2.534 -4.291
56 C 3.126 2.756 -5.414
57 C 3.632 1.576 -5.982
58 C 2.916 0.644 -5.360
59 H 1.618 0.712 -3.676
60 H 1.841 3.188 -3.610
61 H 3.310 3.760 -5.765
62 H 4.123 1.452 -6.936
63 H 3.010 -0.422 -5.511
64 C -2.063 5.401 -3.860
65 C -3.405 4.775 -3.448
66 O -4.421 4.893 -4.122
67 C -3.553 4.506 -2.009
68 H -1.567 6.054 -3.142
69 H -1.991 5.994 -4.772
70 H -1.495 4.477 -3.976
71 H -3.239 5.397 -1.465
72 H -3.030 3.562 -1.860
73 H -4.591 4.372 -1.703

Computed, not measured: a molecular structure, C23H35CoN4O2PS5Te in a non-equilibrium geometry, with ωB97M-V with the def2-TZVPD basis set.

Summary:
Highest occupied orbital energy (spin up / spin down) in eV: -5.13 / -7.18
LUMO energy (spin up / spin down) in hartree: 0.0073 / -0.0553
E in a.u.: -5249.968249
<S²>: 8.771
2S+1: 6
Gap between HOMO and LUMO (spin up / spin down) in Ha: 0.1959 / 0.2085

Positions of all 72 atoms, in Å:
1 Co -0.418 -0.394 1.100
2 C -2.390 -3.004 2.924
3 C -0.921 -2.839 3.033
4 N -0.173 -1.807 2.767
5 C 1.159 -1.966 3.057
6 C 1.452 -3.174 3.600
7 S 0.075 -4.172 3.631
8 C 2.092 -0.884 2.644
9 C 3.311 -0.593 3.126
10 S 3.982 0.710 2.286
11 C 2.609 0.715 1.191
12 N 1.714 -0.149 1.559
13 C 2.606 1.600 0.018
14 H -2.645 -3.963 2.490
15 H -2.699 -2.184 2.300
16 H -2.882 -2.845 3.923
17 H 2.407 -3.539 3.915
18 H 3.831 -1.042 3.972
19 H 3.559 2.117 -0.141
20 H 1.820 2.339 0.134
21 H 2.337 1.047 -0.866
22 C -2.817 3.757 -4.122
23 C -1.853 2.566 -4.241
24 O -0.584 2.811 -3.703
25 P -0.096 3.295 -2.210
26 S -0.540 2.101 0.832
27 S -0.707 1.433 -1.129
28 O 1.468 3.132 -2.420
29 C 2.066 2.078 -3.187
30 C 3.567 2.268 -3.170
31 H -3.807 3.544 -4.471
32 H -2.470 4.617 -4.680
33 H -2.854 4.074 -3.079
34 H -1.740 2.305 -5.294
35 H -2.300 1.750 -3.686
36 H 1.721 2.140 -4.249
37 H 1.734 1.116 -2.775
38 H 3.831 3.264 -3.573
39 H 4.018 1.527 -3.830
40 H 3.999 2.167 -2.160
41 C 0.129 -1.271 -4.212
42 N -0.560 -1.859 -3.046
43 C -1.964 -1.430 -2.978
44 C 0.158 -1.945 -1.847
45 S -0.723 -2.178 -0.314
46 N 1.455 -2.494 -2.048
47 C 2.539 -1.825 -1.374
48 C 1.432 -3.943 -1.782
49 H 0.190 -0.183 -4.086
50 H -0.440 -1.532 -5.139
51 H 1.166 -1.639 -4.289
52 H -2.465 -1.736 -3.887
53 H -2.020 -0.316 -2.921
54 H -2.452 -1.885 -2.126
55 H 2.438 -0.768 -1.592
56 H 3.484 -2.162 -1.773
57 H 2.500 -1.964 -0.272
58 H 0.749 -4.448 -2.448
59 H 1.108 -4.194 -0.754
60 H 2.447 -4.350 -1.947
61 Te -3.155 0.399 2.009
62 C -2.896 0.905 4.046
63 C -3.842 0.644 5.027
64 C -3.661 1.082 6.321
65 C -2.532 1.813 6.667
66 C -1.557 2.090 5.723
67 C -1.771 1.658 4.397
68 H -4.778 0.131 4.774
69 H -4.357 0.792 7.074
70 H -2.436 2.153 7.683
71 H -0.629 2.664 5.940
72 H -1.018 1.872 3.654